# 1
Here is C46H70BFN8SSiTeY as an isolated structure from OMol25. Energies are from ωB97M-V/def2-TZVPD.

Summary:
Lowest unoccupied orbital energy: 0.0844 Ha
Energy above the lowest of the compared OMol25 structures with the same formula, charge and spin: 226.74 kJ/mol
Net charge: -1
HOMO-LUMO gap: 6.3558 eV

Last column: Mulliken charge in e.
Cartesian coordinates (Å):
Y  -0.190  0.446  -0.221  0.325
C  -3.323  3.660  0.190  -1.333
C  -3.885  2.272  -0.117  0.547
C  -3.571  1.852  -1.537  -1.324
C  -3.499  1.257  0.925  -0.865
C  -4.162  1.146  2.148  -1.151
C  -3.561  0.107  2.808  0.132
C  -3.960  -0.301  4.201  0.340
C  -4.696  -1.637  4.282  -1.245
C  -2.808  -0.104  5.185  -1.893
N  -2.574  -0.387  2.015  0.654
N  -2.528  0.356  0.856  0.670
B  -1.757  -1.716  2.246  0.920
N  -1.741  -2.589  0.945  0.596
N  -1.907  -2.014  -0.291  0.487
C  -2.349  -2.968  -1.106  -0.163
C  -2.383  -4.194  -0.429  -1.303
C  -2.018  -3.919  0.862  -0.321
C  -1.938  -4.977  1.930  0.077
C  -3.209  -5.055  2.779  -1.433
C  -0.624  -4.939  2.705  -1.676
C  -3.009  -2.766  -2.450  1.104
C  -2.619  -1.503  -3.174  -0.610
C  -2.859  -3.976  -3.373  -1.592
N  -0.334  -1.457  2.833  1.438
N  0.536  -0.673  2.128  1.083
C  1.539  -0.363  2.938  -0.783
C  1.329  -0.942  4.184  -1.734
C  0.140  -1.633  4.101  0.575
C  -0.296  -2.451  5.320  0.114
C  -1.621  -3.192  5.398  -0.987
C  0.821  -3.447  5.676  -1.587
C  2.820  0.367  2.616  0.147
C  3.909  -0.679  2.343  -1.872
C  2.756  1.437  1.541  -1.082
H  -3.791  4.400  -0.461  0.465
H  -3.510  3.940  1.228  0.418
H  -2.247  3.692  0.012  -0.027
H  -4.978  2.339  -0.030  0.585
H  -2.500  1.847  -1.720  -0.192
H  -3.978  0.867  -1.763  0.349
H  -3.983  2.573  -2.246  0.538
H  -4.983  1.743  2.506  0.555
H  -4.711  0.452  4.470  0.538
H  -4.108  -2.470  3.909  -0.073
H  -4.980  -1.853  5.314  0.361
H  -5.605  -1.589  3.682  0.377
H  -1.912  -0.636  4.882  0.369
H  -2.544  0.953  5.225  0.464
H  -3.088  -0.431  6.189  0.332
H  -2.327  -2.337  3.085  -1.225
H  -2.667  -5.158  -0.810  0.375
H  -1.922  -5.910  1.353  0.652
H  -3.449  -4.112  3.261  0.024
H  -4.053  -5.321  2.142  0.432
H  -3.109  -5.820  3.553  0.370
H  -0.426  -3.959  3.133  0.147
H  -0.625  -5.678  3.511  0.447
H  0.208  -5.163  2.038  0.623
H  -4.078  -2.691  -2.200  0.335
H  -1.616  -1.594  -3.583  -0.041
H  -3.308  -1.309  -4.000  0.510
H  -2.643  -0.649  -2.508  -0.589
H  -1.821  -4.104  -3.679  0.195
H  -3.193  -4.902  -2.909  0.392
H  -3.457  -3.822  -4.273  0.470
H  1.980  -0.871  5.038  0.816
H  -0.315  -1.702  6.122  0.653
H  -1.668  -4.020  4.697  -0.105
H  -1.702  -3.614  6.402  0.591
H  -2.484  -2.557  5.237  -0.097
H  0.926  -4.207  4.901  0.226
H  1.784  -2.959  5.793  0.404
H  0.576  -3.952  6.612  0.440
H  3.090  0.873  3.552  0.639
H  3.598  -1.375  1.559  0.236
H  4.844  -0.201  2.042  0.552
H  4.100  -1.277  3.234  0.444
H  2.255  1.103  0.629  -0.379
H  2.226  2.318  1.891  0.432
H  3.762  1.733  1.237  0.871
C  0.890  -4.032  -2.671  -1.177
Si  1.646  -2.567  -1.753  0.369
C  3.489  -2.579  -2.257  -1.588
C  1.572  -2.996  0.068  0.521
N  0.792  -1.100  -2.072  1.323
C  0.804  -0.636  -3.354  0.400
C  1.582  -1.114  -4.440  -0.882
C  1.532  -0.554  -5.707  -0.977
C  0.695  0.513  -5.998  -0.894
C  -0.127  0.990  -4.984  -1.020
C  -0.052  0.404  -3.750  -0.397
F  -0.935  0.851  -2.783  0.766
H  1.580  -4.879  -2.668  0.490
H  0.679  -3.781  -3.712  0.322
H  -0.039  -4.346  -2.199  0.159
H  4.124  -2.860  -1.414  0.449
H  3.840  -1.620  -2.628  0.279
H  3.656  -3.316  -3.046  0.550
H  2.491  -3.495  0.382  0.729
H  0.740  -3.671  0.262  -0.531
H  1.435  -2.146  0.733  -0.778
H  2.249  -1.944  -4.281  0.311
H  2.168  -0.966  -6.481  0.401
H  0.667  0.956  -6.984  0.354
H  -0.821  1.807  -5.132  0.488
C  -0.257  2.108  1.566  -0.762
H  -1.271  2.510  1.657  0.189
H  0.388  2.970  1.391  0.050
H  0.001  1.716  2.555  0.410
Te  0.416  3.153  -1.722  -0.110
C  1.573  4.337  -0.400  -0.010
C  0.996  5.294  0.433  -0.367
C  1.775  6.058  1.288  -0.575
C  3.150  5.884  1.331  -0.540
C  3.739  4.939  0.504  -0.487
C  2.957  4.178  -0.354  -0.222
H  -0.078  5.431  0.421  0.308
H  1.300  6.789  1.932  0.370
H  3.757  6.477  2.004  0.366
H  4.812  4.788  0.527  0.391
H  3.427  3.438  -0.989  0.351
S  5.794  0.411  -1.815  -0.277
C  4.819  1.196  -2.982  -0.457
C  3.525  1.203  -2.574  -1.077
N  3.288  0.604  -1.363  1.404
C  4.394  0.147  -0.868  -0.494
H  5.227  1.605  -3.889  0.498
H  2.691  1.632  -3.110  0.242
H  4.456  -0.375  0.075  -0.014

# 2
Here is one molecule with the formula C21H16F2O2S at a distorted geometry from OMol25. Energies are from ωB97M-V/def2-TZVPD.

Summary:
Lowest unoccupied orbital energy: -0.0106 Ha
HOMO-LUMO gap: 8.2292 eV
SMILES string: O=S(=O)(c1ccccc1)[C@@H](/C=C\c1cccc(F)c1)c1cccc(F)c1

Last column: natural (NBO) charge in e.
Cartesian coordinates (Å):
O  0.777  -1.505  -1.741  -0.943
S  -0.488  -0.987  -1.248  2.123
O  -1.454  -0.424  -2.164  -0.928
C  -1.319  -2.474  -0.540  -0.318
C  -0.586  -3.399  0.216  -0.123
C  -0.971  -4.741  0.259  -0.236
C  -2.117  -5.163  -0.420  -0.182
C  -2.922  -4.224  -1.071  -0.218
C  -2.539  -2.880  -1.110  -0.183
C  0.086  0.333  -0.076  -0.493
C  -0.977  1.379  -0.008  -0.196
C  -1.033  2.481  -0.798  -0.170
C  0.065  3.338  -1.195  0.030
C  -0.141  4.321  -2.200  -0.230
C  0.794  5.325  -2.422  -0.187
C  1.984  5.362  -1.678  -0.282
C  2.234  4.312  -0.796  0.406
F  3.412  4.320  -0.086  -0.333
C  1.328  3.284  -0.557  -0.297
C  0.573  -0.297  1.209  -0.027
C  1.765  -1.028  1.181  -0.228
C  2.266  -1.610  2.344  -0.186
C  1.539  -1.541  3.538  -0.281
C  0.361  -0.807  3.541  0.404
F  -0.363  -0.719  4.706  -0.330
C  -0.114  -0.125  2.417  -0.272
H  0.296  -3.069  0.761  0.223
H  -0.355  -5.457  0.807  0.222
H  -2.386  -6.218  -0.430  0.219
H  -3.838  -4.538  -1.575  0.223
H  -3.179  -2.158  -1.612  0.245
H  0.934  0.708  -0.672  0.271
H  -1.790  1.125  0.672  0.208
H  -2.011  2.807  -1.164  0.220
H  -1.068  4.276  -2.777  0.218
H  0.585  6.103  -3.158  0.223
H  2.697  6.175  -1.785  0.235
H  1.546  2.497  0.163  0.228
H  2.289  -1.147  0.232  0.246
H  3.207  -2.158  2.304  0.225
H  1.906  -1.997  4.455  0.238
H  -0.990  0.519  2.476  0.235

# 3
Here is C37H49CaN4O4P3 as an isolated structure at a distorted geometry from OMol25. Energies are from ωB97M-V/def2-TZVPD.

Summary:
Lowest unoccupied orbital energy: -0.1675 Ha
Energy above the lowest of the compared OMol25 structures with the same formula, charge and spin: 12.77 kJ/mol
Net charge: +2
HOMO-LUMO gap: 7.2354 eV

Last column: Mulliken charge in e.
Cartesian coordinates (Å):
Ca  -0.045  0.271  -1.739  2.140
C  -3.883  -0.271  -6.041  -1.157
C  -4.405  -0.978  -4.828  -0.196
O  -3.418  -1.884  -4.283  -0.181
P  -2.698  -2.005  -2.845  -0.012
O  -2.670  -3.677  -2.826  -0.240
C  -2.990  -4.650  -1.857  -0.066
C  -2.299  -5.946  -2.377  -1.093
O  -1.130  -1.710  -3.332  -0.228
C  -0.560  -2.540  -4.363  -0.285
C  -0.314  -1.771  -5.657  -1.003
H  -4.571  0.509  -6.496  0.357
H  -3.652  -0.914  -6.873  0.338
H  -2.991  0.240  -5.765  0.256
H  -5.326  -1.571  -5.037  0.256
H  -4.555  -0.282  -4.002  0.314
H  -4.075  -4.823  -1.731  0.310
H  -2.678  -4.328  -0.840  0.081
H  -2.944  -6.397  -3.095  0.317
H  -1.947  -6.635  -1.607  0.369
H  -1.385  -5.587  -2.898  0.242
H  -1.278  -3.302  -4.554  0.311
H  0.335  -3.013  -4.022  0.474
H  -1.187  -1.333  -6.176  0.152
H  0.228  -2.427  -6.373  0.412
H  0.412  -0.963  -5.520  0.169
N  -3.669  5.634  -3.806  -0.392
C  -2.650  4.861  -3.485  0.717
N  -1.549  5.504  -2.978  -0.373
N  -2.792  3.549  -3.544  -0.576
C  -2.004  2.743  -2.946  0.428
N  -1.400  1.847  -2.427  -0.796
H  -3.624  6.660  -3.746  0.198
H  -4.542  5.258  -4.214  0.258
H  -1.533  6.564  -2.980  0.239
H  -0.712  4.993  -2.847  0.167
C  3.971  1.319  -2.760  -0.733
C  3.798  2.746  -2.130  -0.661
C  2.711  2.498  -1.096  -0.192
O  1.839  1.472  -1.723  -0.756
C  2.534  0.788  -2.811  -0.457
H  4.485  0.687  -2.001  0.300
H  4.438  1.468  -3.713  0.374
H  3.522  3.442  -2.884  0.331
H  4.740  3.037  -1.682  0.357
H  2.106  3.355  -0.796  0.371
H  3.151  2.079  -0.135  -0.060
H  2.026  0.993  -3.754  0.383
H  2.587  -0.293  -2.711  0.434
C  0.692  0.553  3.002  -1.197
P  0.705  -0.384  1.299  1.874
C  -0.999  -0.316  0.821  -1.777
C  -1.603  0.979  0.777  0.376
C  -2.970  1.158  0.770  -1.170
C  -3.758  0.086  0.449  -0.485
C  -3.168  -1.184  0.413  -0.973
C  -1.843  -1.392  0.512  -0.242
C  1.006  -2.079  1.908  0.447
C  0.028  -2.859  2.493  -0.240
C  0.411  -4.090  3.043  -0.787
C  1.723  -4.514  2.984  -0.632
C  2.658  -3.823  2.219  -0.656
C  2.281  -2.584  1.756  -0.428
P  2.050  1.756  3.450  -0.200
C  1.203  2.568  4.832  0.957
C  2.015  2.933  5.949  -0.691
C  1.394  3.565  6.994  -0.567
C  0.064  3.962  6.897  -0.511
C  -0.662  3.719  5.767  -0.418
C  -0.096  3.049  4.688  -0.599
C  3.189  0.657  4.179  0.741
C  2.924  0.030  5.389  -0.280
C  3.809  -0.975  5.873  -0.777
C  4.899  -1.431  5.079  -0.641
C  5.082  -0.860  3.800  -0.458
C  4.310  0.261  3.398  -0.633
H  0.738  -0.256  3.767  0.521
H  -0.375  0.951  2.985  0.561
H  -1.009  1.890  0.767  0.688
H  -3.387  2.126  1.116  0.461
H  -4.829  0.269  0.278  0.455
H  -3.843  -2.007  0.269  0.481
H  -1.338  -2.363  0.464  0.850
H  -1.026  -2.591  2.490  0.583
H  -0.375  -4.661  3.524  0.441
H  2.085  -5.411  3.461  0.436
H  3.668  -4.127  2.072  0.473
H  3.038  -1.895  1.359  0.279
H  3.058  2.610  5.946  0.514
H  1.905  3.671  7.917  0.428
H  -0.397  4.561  7.742  0.299
H  -1.764  3.967  5.702  0.295
H  -0.669  2.906  3.785  0.415
H  2.021  0.259  5.955  0.494
H  3.661  -1.467  6.818  0.426
H  5.578  -2.210  5.477  0.404
H  5.878  -1.101  3.107  0.482
H  4.628  0.873  2.568  0.384

# 4
Here is one molecule with the formula C7H15O2PS2 at a distorted geometry from OMol25. Energies are from ωB97M-V/def2-TZVPD.

Summary:
Lowest unoccupied orbital energy: 0.0156 Ha
HOMO-LUMO gap: 8.8826 eV
SMILES string: CCC1(CC)COP(=S)(S)OC1

Last column: natural (NBO) charge in e.
Cartesian coordinates (Å):
C  2.155  1.263  -1.069  -0.610
C  1.277  0.012  -0.904  -0.429
C  -0.166  0.085  -0.265  -0.089
C  -1.104  0.935  -1.246  -0.390
C  -2.651  1.057  -0.910  -0.624
C  0.005  0.799  1.160  -0.079
O  -0.261  -0.131  2.173  -0.781
P  0.604  -1.619  1.984  1.610
S  2.609  -1.491  2.038  -0.583
S  0.019  -2.852  3.536  -0.235
O  0.147  -2.184  0.542  -0.815
C  -0.709  -1.361  -0.220  -0.073
H  3.076  1.004  -1.677  0.224
H  2.419  1.660  -0.081  0.206
H  1.648  2.074  -1.647  0.194
H  1.885  -0.625  -0.271  0.241
H  1.236  -0.493  -1.850  0.197
H  -0.677  1.944  -1.294  0.207
H  -0.978  0.587  -2.255  0.203
H  -3.058  1.595  -1.799  0.217
H  -3.250  0.149  -0.642  0.214
H  -2.674  1.759  -0.100  0.204
H  0.958  1.271  1.352  0.197
H  -0.622  1.725  1.142  0.200
H  0.723  -3.935  3.139  0.187
H  -0.899  -1.853  -1.196  0.220
H  -1.714  -1.376  0.361  0.185

Q: The lowest lowest unoccupied orbital energy belongs to which entry?
A: C37H49CaN4O4P3